# 1
Below is an isolated molecule of C3H6S2, with properties calculated with wB97M-V/def2-TZVPD.

Results
Net charge = 0
LUMO (spin up / spin down) = 0.755 / -0.258 eV
Expectation value of S² = 2.009
Spin multiplicity = 3
E = -24874.5397 eV

```
11
C3H6S2 (wB97M-V/def2-TZVPD)
C 1.487 -0.236 0.685
C 0.725 -0.497 -0.595
C -0.757 0.080 -0.412
S -1.115 1.647 0.231
S -1.847 -1.154 0.090
H 1.297 -0.771 1.620
H 1.788 0.738 0.712
H 1.255 -0.002 -1.322
H 0.628 -1.584 -0.720
H -0.538 2.160 -0.716
H -2.923 -0.380 0.428
```

Atom charges from the Löwdin analysis, given in e for atoms 1 to 4:
1 C 0.01
2 C -0.32
3 C -1.06
4 S 0.76

=====

# 2
Below is a cluster of 11 separate species, C35H89N19O11 in total, with properties calculated with wB97M-V/def2-TZVPD.

Results
Net charge = 0
LUMO = -0.061 eV
SMILES = CC1(C)CCCC(C)(C)N1O.CC1(C)CCCC(C)(C)N1O.CC1(C)CCCC(C)(C)N1O.NC(N)=O.NC(N)=O.NC(N)=O.NC(N)=O.NC(N)=O.NC(N)=O.NC(N)=O.NC(N)=O
E = -88574.4992 eV

```
154
C35H89N19O11 (wB97M-V/def2-TZVPD)
C 6.328 -4.200 -0.052
C 4.892 -4.359 -0.569
C 4.788 -3.756 -1.986
C 4.497 -5.855 -0.754
C 4.160 -6.689 0.508
C 3.049 -5.883 1.153
C 3.381 -4.406 1.516
C 1.960 -3.854 1.924
C 4.405 -4.320 2.774
N 3.788 -3.702 0.331
O 3.838 -2.327 0.436
H 6.602 -3.175 0.199
H 6.388 -4.827 0.838
H 7.116 -4.593 -0.694
H 3.838 -4.125 -2.372
H 4.763 -2.669 -1.909
H 5.465 -4.236 -2.691
H 3.727 -5.971 -1.516
H 5.417 -6.268 -1.168
H 3.802 -7.656 0.154
H 5.001 -6.847 1.184
H 2.753 -6.444 2.039
H 2.267 -6.024 0.407
H 1.192 -3.986 1.162
H 2.038 -2.776 2.068
H 1.652 -4.253 2.890
H 3.857 -4.113 3.693
H 5.280 -3.707 2.557
H 4.811 -5.323 2.904
H 4.547 -2.131 1.052
C -1.472 3.083 -5.210
C -2.214 2.676 -3.898
C -1.652 3.532 -2.821
C -3.735 2.968 -4.060
C -4.506 1.869 -4.829
C -4.239 0.461 -4.263
C -2.714 0.085 -4.146
C -2.641 -1.160 -3.281
C -2.264 -0.178 -5.628
N -2.068 1.183 -3.452
O -0.752 0.997 -3.071
H -1.640 2.433 -6.068
H -1.633 4.148 -5.373
H -0.394 3.220 -5.126
H -1.778 4.603 -2.975
H -2.096 3.345 -1.843
H -0.595 3.365 -2.612
H -4.299 3.377 -3.222
H -3.705 3.820 -4.739
H -5.564 2.122 -4.904
H -4.202 2.003 -5.867
H -4.701 -0.256 -4.942
H -4.774 0.330 -3.323
H -1.633 -1.433 -2.968
H -3.083 -1.948 -3.891
H -3.157 -0.952 -2.344
H -2.686 -1.143 -5.910
H -1.191 -0.363 -5.690
H -2.480 0.663 -6.286
H -0.270 0.963 -3.901
C -6.940 4.807 2.843
C -5.543 4.258 2.663
C -4.551 5.413 2.472
C -5.196 3.680 4.078
C -3.960 2.720 4.126
C -4.166 1.586 3.089
C -4.362 2.158 1.636
C -3.050 2.822 1.102
C -4.763 0.899 0.770
N -5.578 3.070 1.740
O -5.994 3.481 0.498
H -7.688 4.019 2.764
H -7.151 5.336 3.772
H -7.214 5.508 2.054
H -4.563 6.362 3.009
H -3.572 4.938 2.416
H -4.670 5.740 1.439
H -5.012 4.560 4.693
H -6.057 3.131 4.459
H -3.028 3.245 3.917
H -3.841 2.324 5.134
H -5.034 0.973 3.330
H -3.275 0.970 3.218
H -2.477 2.052 0.585
H -2.338 3.301 1.775
H -3.344 3.581 0.378
H -5.218 1.253 -0.155
H -5.563 0.225 1.077
H -3.886 0.265 0.637
H -6.737 2.888 0.364
N -0.527 0.535 3.997
C -0.621 -0.036 5.174
N -1.421 0.549 5.941
O -0.103 -1.077 5.468
H -1.140 1.328 3.877
H -0.061 -0.003 3.280
H -1.957 1.376 5.723
H -1.251 0.255 6.892
N 2.980 -0.097 3.769
C 3.600 -1.040 4.379
N 2.833 -1.718 5.162
O 4.798 -1.196 4.297
H 3.426 0.269 2.940
H 2.003 -0.282 3.595
H 3.170 -2.555 5.615
H 1.869 -1.423 5.111
N 2.898 0.066 -5.080
C 2.606 0.748 -3.982
N 2.937 2.038 -4.090
O 2.119 0.362 -2.948
H 3.674 0.453 -5.598
H 2.621 -0.901 -5.176
H 2.996 2.536 -3.214
H 3.263 2.487 -4.934
N -3.580 -3.087 2.257
C -2.556 -2.492 1.619
N -1.772 -1.995 2.537
O -2.283 -2.487 0.432
H -4.431 -2.955 1.730
H -3.697 -2.751 3.202
H -2.164 -1.880 3.461
H -0.907 -1.513 2.335
N 3.185 5.347 -0.830
C 3.005 4.038 -1.182
N 1.733 3.809 -1.281
O 3.856 3.269 -1.581
H 4.140 5.624 -0.655
H 2.457 5.756 -0.261
H 1.082 4.509 -0.953
H 1.362 2.936 -1.628
N 1.189 -4.196 -1.489
C 0.739 -3.352 -2.344
N 1.400 -2.211 -2.260
O -0.133 -3.627 -3.229
H 1.930 -3.861 -0.890
H 0.818 -5.085 -1.184
H 2.144 -2.122 -1.583
H 1.274 -1.455 -2.918
N -0.290 0.014 -0.135
C 0.729 -0.123 0.598
N 1.916 -0.055 -0.014
O 0.735 -0.437 1.794
H -0.053 0.095 -1.113
H -1.198 -0.366 0.091
H 1.955 0.156 -1.001
H 2.698 -0.458 0.482
N 5.102 0.608 -0.242
C 5.574 0.610 0.984
N 4.864 1.401 1.791
O 6.563 -0.016 1.301
H 5.660 0.067 -0.886
H 4.305 1.116 -0.598
H 4.156 1.987 1.374
H 5.096 1.603 2.753
```

Atom charges from the Löwdin analysis, given in e for atoms 1 to 4:
1 C -0.03
2 C -0.44
3 C -0.04
4 C -0.14

=====

# 3
Below is a structure of composition C8H12NO3PS, with properties calculated with wB97M-V/def2-TZVPD.

Results
Net charge = 0
LUMO (spin up / spin down) = -1.006 / -1.006 eV
E = -36243.0814 eV

```
26
C8H12NO3PS (wB97M-V/def2-TZVPD)
C -2.473 -1.839 -1.939
C 0.023 -3.914 1.315
C -0.845 -0.762 -0.510
C -0.080 0.790 1.317
C 1.417 0.285 -0.651
C -0.444 1.640 -1.066
C -1.869 -0.747 -1.427
C 0.004 0.540 -0.212
N -2.733 -2.823 -2.481
O -0.538 -1.796 0.226
O -0.511 -4.106 -1.577
O -0.292 -2.555 -3.539
P -1.164 -3.337 0.360
S -0.941 -3.722 -2.980
H -0.052 -4.976 1.351
H 0.834 -3.585 1.887
H 0.228 0.035 1.879
H -1.115 0.916 1.699
H 0.340 1.626 1.785
H 1.806 -0.588 -0.093
H 2.013 1.228 -0.370
H 1.506 0.187 -1.761
H -1.388 1.991 -0.885
H 0.246 2.501 -0.884
H -0.568 1.303 -2.073
H -2.179 0.184 -1.862
```

Atom charges from the Löwdin analysis, given in e for atoms 1 to 4:
1 C -0.25
2 C -0.29
3 C -0.24
4 C -0.01